The following is a DFT calculation (ωB97M-V/def2-TZVPD) of a structure of composition C22H32N3O6RhS3SeSi at a distorted geometry.

Geometry as ORCA input:
```
! wB97M-V def2-TZVPD RIJCOSX def2/J DEFGRID3
* xyz 0 1
Rh 0.682 -0.151 -0.265
C 5.014 1.058 -0.656
Si 4.879 -0.843 -0.817
C 5.522 -1.853 0.668
C 5.532 -1.541 -2.484
Se 2.533 -1.285 -1.071
H 6.043 1.380 -0.535
H 4.447 1.389 0.211
H 4.600 1.559 -1.527
H 6.477 -1.482 1.032
H 5.641 -2.903 0.404
H 4.794 -1.797 1.480
H 6.614 -1.529 -2.529
H 5.148 -0.979 -3.328
H 5.199 -2.568 -2.603
C -0.510 -0.213 7.801
C 0.042 -0.380 6.417
C 1.136 0.365 5.992
C 1.633 0.213 4.708
C 1.027 -0.679 3.847
C -0.073 -1.415 4.238
C -0.558 -1.265 5.527
S 1.693 -0.906 2.215
O 2.965 -1.582 2.357
O 0.708 -1.683 1.446
O 1.871 0.445 1.609
H -0.111 0.680 8.276
H -0.261 -1.072 8.426
H -1.594 -0.132 7.766
H 1.590 1.074 6.669
H 2.477 0.783 4.354
H -0.545 -2.076 3.528
H -1.420 -1.830 5.849
C -2.930 1.697 -3.416
N -1.881 2.246 -2.573
C -2.312 2.800 -1.304
C -0.590 1.883 -2.710
S 0.474 1.984 -1.364
N -0.083 1.578 -3.914
C -0.571 2.114 -5.162
C 1.171 0.868 -3.988
H -3.751 1.356 -2.782
H -2.552 0.835 -3.963
H -3.329 2.444 -4.109
H -3.364 3.068 -1.382
H -1.733 3.696 -1.082
H -2.170 2.093 -0.477
H -1.286 2.912 -4.990
H -1.027 1.341 -5.783
H 0.274 2.539 -5.708
H 1.143 0.028 -3.287
H 2.007 1.523 -3.729
H 1.303 0.480 -4.995
O -1.714 -1.014 -3.104
C -2.042 -1.073 -1.926
N -1.212 -1.095 -0.881
S -1.972 -0.927 0.571
O -1.978 -2.077 1.414
O -1.537 0.339 1.128
C -3.623 -0.825 -0.130
C -4.866 -0.750 0.461
C -5.984 -0.933 -0.346
C -5.848 -1.227 -1.694
C -4.594 -1.279 -2.283
C -3.480 -1.062 -1.486
H -4.957 -0.558 1.520
H -6.973 -0.859 0.079
H -6.732 -1.436 -2.280
H -4.475 -1.492 -3.333
*
```

As for the maximum force: 0.0568 Eh/bohr. For the LUMO energy (spin up / spin down), the calculation gives -1.41 / -1.24 eV.

The following is a DFT calculation (ωB97M-V/def2-TZVPD) of a structure of composition C22H33As2F24N6O12S4 at a distorted geometry.

Geometry as ORCA input:
```
! wB97M-V def2-TZVPD RIJCOSX def2/J DEFGRID3
* xyz -3 1
C -15.381 -13.896 9.671
C -15.992 -15.110 9.020
N -16.767 -16.129 9.932
C -16.427 -17.418 10.121
C -17.367 -18.039 10.876
N -18.230 -17.008 11.272
C -17.809 -15.874 10.691
C -19.470 -17.155 12.051
H -14.518 -14.116 10.272
H -16.167 -13.466 10.208
H -15.040 -13.169 8.889
H -15.237 -15.751 8.507
H -16.735 -14.789 8.319
H -15.527 -17.843 9.703
H -17.405 -19.027 11.302
H -18.292 -14.964 10.872
H -19.555 -16.255 12.728
H -19.468 -18.122 12.572
H -20.420 -17.265 11.441
C -21.165 -16.486 4.007
C -20.218 -17.304 4.882
N -19.473 -18.343 4.233
C -19.868 -19.627 4.039
C -18.875 -20.207 3.298
N -17.890 -19.284 3.090
C -18.298 -18.157 3.678
C -16.617 -19.508 2.502
H -21.612 -15.866 4.775
H -21.935 -17.136 3.583
H -20.726 -15.877 3.214
H -20.746 -17.849 5.655
H -19.491 -16.619 5.343
H -20.840 -19.945 4.379
H -18.732 -21.104 2.735
H -17.823 -17.144 3.507
H -16.395 -18.612 1.913
H -16.703 -20.255 1.764
H -15.808 -19.811 3.193
C -26.419 -16.960 10.113
C -25.206 -16.744 9.199
N -24.506 -15.620 9.712
C -23.577 -14.814 9.067
C -23.044 -13.937 9.957
N -23.691 -14.275 11.132
C -24.582 -15.213 10.966
C -23.378 -13.680 12.504
H -26.128 -17.451 11.064
H -27.214 -17.428 9.522
H -26.836 -16.012 10.470
H -25.570 -16.513 8.251
H -24.559 -17.550 9.183
H -23.337 -14.973 8.038
H -22.326 -13.189 9.786
H -25.124 -15.762 11.725
H -23.887 -14.197 13.332
H -23.662 -12.635 12.524
H -22.320 -13.789 12.597
C -26.187 -18.426 14.806
F -26.508 -18.201 16.051
F -25.604 -19.640 14.791
F -27.386 -18.638 14.114
S -25.205 -17.098 14.016
O -26.202 -16.025 13.918
O -24.137 -16.960 14.985
O -24.796 -17.680 12.801
C -15.577 -23.111 4.898
F -15.851 -24.463 5.146
F -16.771 -22.466 4.937
F -14.834 -22.649 5.912
S -14.702 -22.936 3.330
O -13.491 -23.649 3.642
O -15.636 -23.659 2.452
O -14.454 -21.552 3.055
C -23.778 -19.879 4.808
F -23.267 -19.102 3.744
F -23.381 -21.099 4.497
F -23.121 -19.558 5.945
S -25.626 -19.684 5.043
O -26.161 -19.892 3.707
O -26.015 -20.748 5.981
O -25.640 -18.321 5.493
C -15.914 -14.619 2.028
F -15.447 -13.411 1.743
F -14.892 -15.373 2.466
F -16.783 -14.557 3.054
S -16.851 -15.415 0.642
O -17.608 -16.461 1.390
O -17.562 -14.376 -0.106
O -15.675 -16.000 -0.035
As -19.246 -12.211 10.281
F -18.497 -13.335 9.048
F -18.387 -10.842 9.660
F -19.889 -11.218 11.460
F -20.209 -13.581 10.796
F -17.985 -12.667 11.368
F -20.486 -11.892 9.060
As -13.128 -18.351 11.162
F -14.317 -17.143 11.095
F -13.061 -18.258 9.360
F -11.827 -19.452 11.110
F -13.250 -18.354 12.805
F -14.212 -19.672 11.093
F -11.938 -17.110 11.289
*
```

As for the maximum force: 0.0827 Eh/bohr. For the LUMO energy, the calculation gives 4.25 eV.

The following is a DFT calculation (ωB97M-V/def2-TZVPD) of a structure of composition C22H33AsBaN5O4SSeSi2 at a distorted geometry.

Geometry as ORCA input:
```
! wB97M-V def2-TZVPD RIJCOSX def2/J DEFGRID3
* xyz -1 1
Ba 1.321 0.181 -2.183
C 1.991 5.560 -0.659
C 3.098 4.669 -1.070
N 4.265 5.029 -1.520
N 4.934 3.855 -1.687
C 4.216 2.764 -1.373
S 4.626 1.133 -1.443
N 3.034 3.309 -0.970
N 1.957 2.519 -0.541
H 2.326 6.591 -0.720
H 1.718 5.340 0.378
H 1.113 5.427 -1.291
H 5.886 3.849 -2.010
H 1.315 3.111 -0.004
H 2.347 1.981 0.264
O -0.942 -0.171 -3.251
C -1.447 0.697 -2.494
O -0.753 1.507 -1.838
C -2.945 0.722 -2.330
C -3.751 0.071 -3.254
C -5.129 0.089 -3.111
C -5.650 0.757 -2.017
C -4.876 1.402 -1.067
C -3.501 1.385 -1.241
N -7.119 0.780 -1.855
O -7.792 0.233 -2.711
O -7.574 1.347 -0.879
H -3.288 -0.457 -4.076
H -5.784 -0.400 -3.814
H -5.337 1.898 -0.228
H -2.843 1.877 -0.539
C 0.588 -3.675 -4.068
Si 0.294 -3.912 -2.209
C 0.406 -5.773 -1.884
C -1.515 -3.438 -1.892
As 1.921 -2.743 -1.109
Si 0.854 -2.319 0.885
C -0.469 -0.963 0.643
C 2.125 -1.675 2.116
C 0.001 -3.800 1.695
H 0.032 -4.416 -4.649
H 1.648 -3.783 -4.306
H 0.262 -2.686 -4.400
H -0.315 -6.325 -2.492
H 0.215 -5.995 -0.832
H 1.409 -6.135 -2.114
H -2.156 -4.094 -2.488
H -1.721 -2.407 -2.181
H -1.795 -3.554 -0.845
H -0.026 0.039 0.577
H -1.155 -0.916 1.495
H -1.074 -1.147 -0.248
H 2.476 -0.670 1.868
H 2.993 -2.336 2.141
H 1.702 -1.618 3.123
H -0.859 -4.156 1.128
H -0.343 -3.516 2.693
H 0.699 -4.634 1.791
Se 1.833 2.798 2.416
C 1.659 2.127 4.181
C 0.811 1.053 4.453
C 0.681 0.542 5.733
C 1.395 1.094 6.789
C 2.240 2.167 6.533
C 2.367 2.673 5.251
H 0.251 0.614 3.636
H 0.015 -0.297 5.901
H 1.298 0.697 7.791
H 2.807 2.613 7.343
H 3.032 3.508 5.063
*
```

As for the maximum force: 0.0276 Eh/bohr. For the LUMO energy, the calculation gives 1.10 eV.